1 | Density functional theory data (wB97M-V/def2-TZVPD) for 3 unconnected molecules or ions with the total composition C2H10NO3.

Computed properties:
* highest occupied orbital energy: -4.023 eV
* Kohn-Sham gap: 8.2 eV

Structure (ORCA input):
```
! wB97M-V def2-TZVPD RIJCOSX def2/J DEFGRID3
* xyz -1 1
C 0.4531 -1.4145 -1.2540
N 1.3634 -0.6123 -0.4533
C 0.8502 -0.2891 0.8851
O -0.2323 0.5307 0.9390
H -0.5180 -0.9587 -1.4421
H 0.9094 -1.6821 -2.2258
H 0.2768 -2.3518 -0.7592
H 1.5766 0.2406 -0.9500
H 0.6352 -1.2801 1.3232
H 1.7034 0.1755 1.4054
H -2.8667 -0.8376 0.3451
H -1.6128 0.1101 0.2975
O -2.5256 -0.0850 -0.1441
H 0.0237 2.1003 1.0282
H -0.2343 3.2551 0.0816
O 0.1980 3.0989 0.9232
*
```

***

2 | Density functional theory data (wB97M-V/def2-TZVPD) for 3 unconnected molecules or ions with the total composition C2H10NO3.

Computed properties:
* highest occupied orbital energy: -2.906 eV
* Kohn-Sham gap: 6.9 eV

Structure (ORCA input):
```
! wB97M-V def2-TZVPD RIJCOSX def2/J DEFGRID3
* xyz -1 1
C -0.1041 1.7978 -1.6085
N 0.1572 0.3826 -1.5620
C 1.2874 -0.0090 -0.5916
O 0.9810 0.3292 0.6853
H -1.2024 1.9783 -1.5854
H 0.2591 2.2654 -2.5728
H 0.3629 2.1510 -0.6649
H -0.5359 -0.3585 -1.5481
H 2.1678 0.5992 -0.7936
H 1.3151 -1.0847 -0.7254
H 0.4633 -0.7322 2.0965
H 0.1468 -1.7036 3.2420
O 0.3701 -1.7044 2.3029
H -1.5406 -1.7023 1.6709
H -1.8525 -0.9869 0.4054
O -2.2752 -1.2219 1.2493
*
```

***

From most stable to least stable, the computed energies give 1, 2.

***

1 | Density functional theory data (wB97M-V/def2-TZVPD) for a single C4H6N2O2 molecule.

Computed properties:
* highest occupied orbital energy: -9.594 eV
* SMILES: O=C1NN[C@@H]2C[C@H]2O1
* Kohn-Sham gap: 10.5 eV

Structure (ORCA input):
```
! wB97M-V def2-TZVPD RIJCOSX def2/J DEFGRID3
* xyz 0 1
C 1.7510 -0.3967 -0.0660
C -0.7295 0.3387 -0.4234
C -1.7384 -0.7217 -0.1421
C -0.4310 -0.8240 0.5102
H 1.9344 1.3659 0.6559
H -0.1102 2.2475 -0.4738
H -0.4074 0.1179 -1.3792
H -2.4840 -0.6848 0.6112
H -2.1361 -1.2463 -0.9294
H -0.4914 -0.6875 1.5925
N 1.3069 0.9955 -0.0161
N -0.0843 1.4887 0.2231
O 2.9257 -0.6378 -0.1083
O 0.6943 -1.3554 -0.0546
*
```

***

2 | Density functional theory data (wB97M-V/def2-TZVPD) for a single C4H6N2O2 molecule.

Computed properties:
* highest occupied orbital energy: -8.233 eV
* SMILES: Nc1coc(CO)n1
* Kohn-Sham gap: 9.1 eV

Structure (ORCA input):
```
! wB97M-V def2-TZVPD RIJCOSX def2/J DEFGRID3
* xyz 0 1
C -1.9875 0.8425 -0.1977
C -0.6214 0.2590 -0.0209
C 1.4552 -0.1816 -0.0548
N 2.7655 -0.0726 -0.4561
C 0.8426 -1.1171 0.7280
O -0.4875 -0.8290 0.7515
O -2.9161 -0.1142 -0.6440
N 0.4951 0.6857 -0.5169
H -2.8961 -0.8636 -0.0490
H 3.4497 -0.3884 0.2107
H 2.9683 0.8328 -0.8590
H 1.1910 -1.9603 1.2904
H -2.3152 1.2730 0.7649
H -1.9436 1.6338 -0.9469
*
```

***

3 | Density functional theory data (wB97M-V/def2-TZVPD) for a single C4H6N2O2 molecule.

Computed properties:
* highest occupied orbital energy: -9.431 eV
* SMILES: [H]/N=C1/CN[C@H]2O[C@@]12O
* Kohn-Sham gap: 10.2 eV

Structure (ORCA input):
```
! wB97M-V def2-TZVPD RIJCOSX def2/J DEFGRID3
* xyz 0 1
C 0.5812 -0.9754 0.0614
C 0.7011 0.6632 -0.1085
C -0.8541 -1.2240 -0.1408
C -0.7257 1.1008 -0.2316
N 1.5085 -1.7150 0.4068
N -1.5996 0.0238 -0.1706
O 1.8324 1.1743 -0.6275
O 0.1144 1.2740 1.0367
H -1.1844 -1.8160 -0.9662
H -1.3150 -1.7203 0.7521
H -1.0445 2.1329 -0.6880
H 2.3561 -1.0741 0.3410
H 1.9953 2.0883 -0.2362
H -2.3656 0.0674 0.5713
*
```

***

From most stable to least stable, the computed energies give 2, 3, 1.